{
  "formula": "C5H7NO",
  "method": "the ωB97M-V functional and the def2-TZVPD basis",
  "symbols": ["C", "C", "C", "N", "C", "C", "O", "H", "H", "H", "H", "H", "H", "H"],
  "coordinates": [[-0.07117, 1.50956, 1.16970], [0.23478, 0.11198, 0.74643], [0.48398, -0.31451, -0.53301], [1.26714, 0.33092, -1.49152], [-0.42473, -1.38980, -0.78674], [-1.12052, -1.56651, 0.36105], [-0.71056, -0.72616, 1.31439], [0.46715, 2.28008, 0.61659], [-1.13359, 1.61345, 0.89055], [-0.00554, 1.69495, 2.24250], [1.47530, -0.22309, -2.31149], [2.11240, 0.74845, -1.12758], [-0.61399, -1.88138, -1.72650], [-1.96063, -2.18794, 0.63564]],
  "homo_lumo_gap_ev": 8.73,
  "smiles": "Cc1occc1N"
}



{
  "formula": "C5H7NO",
  "method": "the ωB97M-V functional and the def2-TZVPD basis",
  "symbols": ["O", "C", "N", "C", "C", "C", "C", "H", "H", "H", "H", "H", "H", "H"],
  "coordinates": [[-2.94480, -0.53520, 0.24209], [-2.22851, 0.30308, 0.76230], [-0.90248, 0.50791, 0.08112], [-0.29661, -0.65403, 0.30322], [1.07153, -0.87814, -0.27064], [2.00589, 0.24394, -0.22593], [2.78545, 1.16013, -0.23259], [-2.61963, 1.25456, 1.16016], [-0.37352, 1.31434, 0.41185], [-0.94769, -1.52001, 0.35774], [-1.29094, -0.41307, 2.06106], [1.53334, -1.81286, 0.05567], [0.78531, -1.03854, -1.32676], [3.48711, 1.96546, -0.22674]],
  "homo_lumo_gap_ev": [7.15, 7.16]
}



{
  "formula": "C5H7NO",
  "method": "the ωB97M-V functional and the def2-TZVPD basis",
  "symbols": ["C", "C", "C", "C", "C", "N", "O", "H", "H", "H", "H", "H", "H", "H"],
  "coordinates": [[0.54234, -0.41762, 1.46241], [-1.11286, 0.61567, -0.06816], [-0.78573, -0.56277, 0.76378], [0.50943, -0.82130, 0.03022], [0.22762, 0.35999, -0.80864], [0.45597, 0.64388, -2.23293], [1.15440, 1.34914, -1.16798], [0.82408, 0.54039, 1.64072], [0.93851, -1.05781, 2.14783], [-2.09909, 0.54119, -0.61435], [-1.07745, 1.59815, 0.57049], [-1.61928, -1.17281, 1.17447], [0.80707, -1.70413, -0.38621], [1.23500, 0.08803, -2.51165]],
  "homo_lumo_gap_ev": 10.83,
  "smiles": "C1[C@H]2C[C@]3(NO3)[C@@H]12"
}



{
  "formula": "C5H7NO",
  "method": "the ωB97M-V functional and the def2-TZVPD basis",
  "symbols": ["C", "C", "C", "O", "C", "C", "N", "H", "H", "H", "H", "H", "H", "H"],
  "coordinates": [[1.05709, 0.08045, -1.28986], [0.26644, 0.53965, -0.28761], [-0.54663, 1.69714, -0.25720], [-1.30361, 1.67252, 0.82454], [-1.14341, 0.55433, 1.53107], [-0.12621, -0.23802, 0.94466], [0.22622, -1.42927, 1.32552], [1.00828, 0.49669, -2.29203], [0.06121, -1.87186, -1.25864], [1.79894, -0.69202, -1.11895], [-0.55848, 2.60023, -0.84564], [-1.69132, 0.46341, 2.45308], [1.08701, -1.70923, 0.85672], [-0.13553, -2.16403, -0.58566]],
  "homo_lumo_gap_ev": [7.76, 6.99]
}



{
  "formula": "C5H7NO",
  "method": "the ωB97M-V functional and the def2-TZVPD basis",
  "symbols": ["C", "C", "C", "C", "O", "C", "N", "H", "H", "H", "H", "H", "H", "H"],
  "coordinates": [[-0.20494, 1.84900, -0.54490], [0.15340, 0.59378, 0.26077], [-0.62728, -0.62359, -0.24383], [-0.33990, -1.89261, 0.52244], [0.54899, -2.01294, 1.32850], [1.60531, 0.35679, 0.19417], [2.74894, 0.20812, 0.09905], [0.32821, 2.72684, -0.17045], [-1.28119, 2.04378, -0.48221], [0.05859, 1.71476, -1.59961], [-0.09558, 0.74999, 1.31762], [-1.70570, -0.42074, -0.18908], [-0.40670, -0.81029, -1.30530], [-1.01260, -2.74114, 0.29971]],
  "homo_lumo_gap_ev": 10.95,
  "smiles": "C[C@H](C#N)CC=O"
}



{
  "formula": "C5H7NO",
  "method": "the ωB97M-V functional and the def2-TZVPD basis",
  "symbols": ["C", "C", "C", "C", "C", "N", "O", "H", "H", "H", "H", "H", "H", "H"],
  "coordinates": [[-1.89158, -1.36602, -0.02268], [1.27704, 1.55045, 0.45809], [0.52324, 0.50051, 0.70961], [-0.41723, -1.73441, -0.20422], [-0.22386, -0.24364, -0.54848], [-1.66213, -0.10705, -0.47591], [-2.87840, -1.92010, 0.37061], [1.77702, 2.12123, 1.22052], [1.43178, 1.88658, -0.55720], [0.28905, 0.11614, 1.68260], [0.08738, -2.08098, 0.69367], [-0.24254, -2.43705, -1.01315], [0.24299, 0.03646, -1.48623], [-2.24289, 0.71162, -0.55341]],
  "homo_lumo_gap_ev": 10.78,
  "smiles": "C=C[C@H]1CC(=O)N1"
}



Number 1: electronic energy -8834.851 eV. Number 2: electronic energy -8829.421 eV. Number 3: electronic energy -8831.197 eV. Number 4: electronic energy -8831.501 eV. Number 5: electronic energy -8835.411 eV. Number 6: electronic energy -8834.860 eV.